(1)
ORCA calculation (wB97M-V/def2-TZVPD) on a cluster of 4 separate species, C18H41O11S in total in a non-equilibrium geometry.

XYZ file:
```
71
Properties=species:S:1:pos:R:3:mulliken_charge:R:1
C 4.130 -0.884 -1.031 -0.744
C 3.939 0.615 -1.046 0.729
O 4.117 1.241 -0.024 -0.570
O 3.626 1.274 -2.201 -0.453
C 2.208 1.264 -2.525 -0.512
C 1.813 -0.076 -3.184 -0.690
C 0.582 -0.782 -2.588 -0.392
C 0.463 -0.741 -1.063 -0.851
S -0.868 0.375 -0.556 1.265
O -2.122 -0.341 -0.386 -0.762
O -0.445 0.942 0.718 -0.726
O -0.983 1.457 -1.540 -0.712
H 4.431 -1.194 -0.040 0.141
H 4.873 -1.177 -1.774 0.431
H 3.225 -1.425 -1.293 0.125
H 2.101 2.052 -3.262 0.229
H 1.583 1.549 -1.681 0.461
H 1.555 0.156 -4.219 0.413
H 2.676 -0.728 -3.259 0.474
H -0.320 -0.440 -3.085 0.037
H 0.670 -1.838 -2.865 0.337
H 1.341 -0.364 -0.551 0.310
H 0.195 -1.704 -0.640 0.460
C -2.193 1.715 3.104 -0.714
O -3.203 1.809 4.117 -0.381
C -2.735 1.464 5.402 -0.507
C -2.475 2.692 6.250 -0.478
O -1.387 3.454 5.753 -0.366
C -1.798 4.595 5.025 -0.728
H -2.576 2.185 2.203 0.273
H -1.277 2.230 3.401 0.297
H -1.971 0.672 2.880 0.322
H -1.833 0.846 5.336 0.323
H -3.520 0.868 5.884 0.379
H -2.204 2.373 7.263 0.361
H -3.379 3.305 6.319 0.314
H -2.189 5.362 5.705 0.320
H -2.556 4.346 4.279 0.318
H -0.925 4.996 4.512 0.254
C -5.472 2.060 -6.323 -0.696
O -5.386 2.269 -4.931 -0.364
C -5.098 1.073 -4.208 -0.676
C -3.647 1.000 -3.789 -0.182
O -2.811 0.857 -4.938 -0.388
C -2.175 2.066 -5.300 -0.707
H -5.488 3.037 -6.807 0.238
H -4.613 1.499 -6.701 0.292
H -6.397 1.528 -6.576 0.320
H -5.371 0.192 -4.797 0.349
H -5.721 1.086 -3.309 0.374
H -3.486 0.113 -3.172 0.256
H -3.347 1.869 -3.202 0.328
H -1.381 2.305 -4.585 0.242
H -2.883 2.898 -5.349 0.356
H -1.730 1.928 -6.287 0.247
C 4.027 -4.218 4.534 -0.667
O 3.513 -5.182 3.633 -0.383
C 2.549 -4.642 2.738 -0.553
C 3.139 -4.393 1.369 -0.488
O 4.110 -3.357 1.399 -0.194
C 5.437 -3.846 1.377 -0.953
H 4.890 -4.656 5.034 0.237
H 4.348 -3.311 4.016 0.267
H 3.276 -3.961 5.289 0.324
H 2.118 -3.721 3.141 0.345
H 1.746 -5.379 2.646 0.369
H 2.340 -4.063 0.698 0.327
H 3.567 -5.313 0.958 0.363
H 5.687 -4.227 0.380 0.328
H 5.589 -4.636 2.117 0.442
H 6.102 -3.016 1.610 0.257
```

**Lowest unoccupied orbital energy**: 2.52 eV
**Net charge**: -1
**Energy relative to the best compared isomer or geometry (same formula, charge and spin)**: 8.52 kcal/mol

=====

(2)
ORCA calculation (wB97M-V/def2-TZVPD) on a structure of composition C18H42BCl29InNO3P in a non-equilibrium geometry.

XYZ file:
```
96
Properties=species:S:1:pos:R:3:mulliken_charge:R:1
C -2.070 -0.695 2.921 -0.694
O -2.347 -0.379 1.541 -0.362
B -2.165 1.039 1.437 0.441
O -3.335 1.833 1.671 -0.548
In -0.158 2.096 0.988 0.618
C 1.151 0.962 -0.442 -0.223
C 2.193 0.012 0.213 0.748
C 2.732 -0.962 -0.898 0.052
Cl 3.680 0.943 0.783 -0.315
P 0.980 2.800 3.149 0.160
N 1.135 1.452 4.301 -0.546
O -0.140 3.905 3.881 -0.526
H -2.622 -0.001 3.589 0.230
H -2.349 -1.743 3.111 0.187
H -0.986 -0.538 3.099 0.160
H -3.408 2.499 0.981 0.161
H -0.632 3.619 0.157 -0.496
H 1.706 1.713 -1.048 0.507
H 0.558 0.360 -1.164 -0.597
H 1.801 -0.588 1.050 -0.241
H 3.234 -0.318 -1.645 -0.346
H 3.392 -1.747 -0.489 0.407
H 1.888 -1.441 -1.434 -0.323
H 0.359 1.439 4.964 0.313
H 1.066 0.591 3.760 0.068
H -0.872 3.993 3.269 0.262
C -0.721 -2.357 -3.039 0.225
Cl -0.537 -3.099 -1.444 -0.053
Cl -0.458 -0.610 -2.975 -0.187
H 0.004 -2.794 -3.717 0.287
H -1.726 -2.554 -3.398 -0.302
C 5.883 -0.105 -3.371 -0.183
Cl 4.315 0.631 -3.694 -0.151
Cl 5.678 -1.798 -2.909 -0.105
H 6.511 -0.045 -4.255 0.359
H 6.344 0.427 -2.549 0.065
C -4.692 -3.358 -3.980 -0.320
Cl -5.096 -2.774 -5.601 -0.161
Cl -3.191 -4.291 -3.985 -0.088
H -4.572 -2.505 -3.319 0.236
H -5.498 -3.991 -3.625 0.339
C 4.244 -0.654 3.031 -0.126
Cl 3.545 -1.888 1.979 -0.017
Cl 5.886 -1.077 3.548 -0.232
H 4.268 0.292 2.497 0.178
H 3.621 -0.564 3.916 0.225
C 4.210 -5.694 0.407 -0.355
Cl 4.442 -4.960 -1.181 -0.117
Cl 2.709 -5.092 1.116 -0.102
H 4.146 -6.772 0.298 0.326
H 5.045 -5.432 1.050 0.243
C 8.689 0.166 0.342 -0.344
Cl 9.190 0.826 -1.222 -0.176
Cl 7.137 0.823 0.869 -0.043
H 8.602 -0.913 0.256 0.241
H 9.443 0.420 1.079 0.332
C 0.828 5.671 -2.555 -0.352
Cl 1.657 4.193 -3.063 -0.115
Cl -0.672 5.311 -1.696 -0.101
H 1.484 6.229 -1.894 0.246
H 0.599 6.263 -3.435 0.303
C -6.753 3.104 1.086 -0.170
Cl -5.365 3.901 0.350 -0.139
Cl -7.585 2.046 -0.064 -0.193
H -6.407 2.507 1.925 0.252
H -7.449 3.863 1.430 0.221
C -4.170 -0.057 -7.638 0.244
Cl -2.486 0.366 -7.969 -0.157
Cl -5.130 1.372 -7.237 -0.161
H -4.593 -0.526 -8.521 0.276
H -4.200 -0.746 -6.800 -0.198
C 7.112 -2.002 7.054 0.099
Cl 6.012 -3.365 7.287 -0.153
Cl 8.758 -2.406 7.561 -0.175
H 7.124 -1.739 6.002 -0.052
H 6.760 -1.162 7.643 0.273
C -5.131 7.211 2.489 -0.315
Cl -6.678 6.888 1.691 -0.155
Cl -3.821 6.220 1.838 -0.074
H -4.880 8.257 2.346 0.293
H -5.235 6.999 3.549 0.262
C -0.019 -7.061 -3.917 -0.321
Cl 0.164 -7.794 -2.318 -0.155
Cl 0.251 -5.316 -3.863 -0.052
H 0.704 -7.508 -4.592 0.291
H -1.027 -7.249 -4.275 0.237
C 0.619 -2.743 4.266 -0.527
Cl 0.231 -1.320 3.296 0.061
Cl -0.133 -2.666 5.866 -0.202
H 0.257 -3.627 3.751 0.345
H 1.697 -2.801 4.387 0.273
C -10.825 3.681 -1.647 -0.070
Cl -12.442 3.066 -2.015 -0.173
Cl -10.846 4.764 -0.251 -0.146
H -10.171 2.843 -1.427 0.110
H -10.452 4.227 -2.507 0.277
```

**Lowest unoccupied orbital energy**: 1.67 eV
**Net charge**: -1

=====

(3)
ORCA calculation (wB97M-V/def2-TZVPD) on a cluster of 10 separate species, C18H42Cl8F6N3O6 in total in a non-equilibrium geometry.

XYZ file:
```
83
Properties=species:S:1:pos:R:3:mulliken_charge:R:1
N 1.950 0.048 4.394 -0.249
H 1.924 0.762 5.107 0.372
H 1.408 -0.761 4.661 0.396
H 2.900 -0.169 4.128 0.404
H 1.597 0.428 3.527 -0.036
N 2.978 0.796 -0.208 0.031
H 3.642 0.150 0.194 0.369
H 2.412 1.151 0.549 0.170
H 2.219 0.370 -0.720 0.026
H 3.502 1.555 -0.620 0.393
N 0.602 -2.554 0.076 -0.033
H 0.710 -3.291 -0.607 0.442
H -0.313 -2.661 0.489 0.407
H 0.509 -1.659 -0.384 -0.168
H 1.327 -2.464 0.773 0.400
O 1.326 1.298 1.934 -1.233
C 0.009 0.894 1.514 -0.237
C -0.417 0.720 0.002 -0.184
O 0.332 -0.036 -0.927 -0.231
H -0.677 1.580 2.011 0.330
H -0.233 -0.075 1.951 0.162
H -0.552 1.723 -0.403 -0.054
H -1.439 0.342 0.034 -0.142
C 2.908 -2.027 -3.191 -1.157
C 2.137 -0.914 -4.016 0.431
O 3.002 -0.158 -4.924 -0.293
C 3.859 0.811 -4.453 0.366
O 3.939 1.103 -3.251 -0.562
C 4.667 1.439 -5.572 0.829
F 4.445 2.791 -5.352 -0.220
F 5.957 1.098 -5.433 -0.233
F 4.199 1.053 -6.720 -0.209
H 2.218 -2.672 -2.646 0.223
H 3.542 -1.510 -2.471 0.278
H 3.550 -2.629 -3.834 0.397
H 1.559 -0.315 -3.312 -0.351
H 1.417 -1.445 -4.638 0.416
C -3.576 -6.763 2.226 -1.220
C -2.869 -5.625 1.505 -0.164
O -3.551 -4.348 1.895 -0.220
C -2.958 -3.108 1.662 0.377
O -1.771 -3.057 1.263 -0.806
C -3.748 -1.840 2.083 0.781
F -3.639 -1.027 1.064 -0.201
F -5.041 -2.121 2.351 -0.236
F -3.103 -1.255 3.109 -0.199
H -3.190 -7.766 2.045 0.395
H -4.605 -6.700 1.872 0.310
H -3.530 -6.600 3.303 0.318
H -2.817 -5.843 0.438 0.313
H -1.823 -5.632 1.810 0.278
Cl -0.722 2.555 5.186 -0.192
C -2.137 1.504 4.909 -0.211
C -2.960 1.429 6.203 -0.499
Cl -4.464 0.563 6.002 -0.182
H -1.829 0.494 4.640 0.072
H -2.793 1.763 4.078 0.371
H -3.338 2.439 6.364 0.309
H -2.451 1.066 7.096 0.355
Cl 0.075 5.917 0.273 -0.155
C 0.639 4.645 1.366 0.578
C 2.094 4.832 1.738 -0.469
Cl 2.289 6.441 2.666 -0.216
H 0.619 3.651 0.920 -0.569
H -0.018 4.562 2.233 0.301
H 2.721 4.879 0.848 0.363
H 2.591 4.159 2.437 0.165
Cl -1.825 3.531 -2.814 -0.211
C -0.032 3.696 -2.737 0.235
C 0.753 2.495 -3.321 0.552
Cl 1.018 2.710 -5.046 -0.196
H 0.137 3.739 -1.661 -0.487
H 0.301 4.717 -2.923 0.495
H 0.267 1.523 -3.237 -0.494
H 1.744 2.473 -2.867 0.104
Cl -1.978 -1.546 -5.342 -0.201
C -1.919 -0.702 -3.694 0.095
C -2.993 -1.255 -2.808 0.046
Cl -2.833 -3.024 -2.654 -0.200
H -2.009 0.357 -3.934 0.249
H -0.925 -0.901 -3.291 -0.271
H -4.007 -0.988 -3.107 0.414
H -2.907 -0.812 -1.816 -0.129
```

**Lowest unoccupied orbital energy**: -3.56 eV
**Net charge**: +1
**Energy relative to the best compared isomer or geometry (same formula, charge and spin)**: 65.49 kcal/mol

=====

| no. | E (Eh) | gap between HOMO and LUMO (eV) |
| --- | --- | --- |
| 1 | -1936.1960 | 7.68 |
| 2 | -14893.2781 | 4.78 |
| 3 | -5607.1677 | 6.99 |